Record 1
This record from the Open Molecules 2025 dataset describes a structure of composition C6H22BrN4O7. The level of theory is ωB97M-V with the def2-TZVPD basis set.

Results
Frontier orbital gap (Eh): 0.323
Net charge: -1
Lowest unoccupied orbital energy (eV): 3.057
Energy relative to the best compared isomer or geometry (same formula, charge and spin) (kcal per mole): 191.6

Last column: Mulliken charge in e.
Positions of all 40 atoms, in Å:
Br1 9.831 -5.345 21.392  -0.20
C1 6.652 -5.003 21.905  0.41
O1 7.035 -5.758 22.770  -0.66
N1 7.391 -4.543 20.993  -0.06
N2 5.402 -4.737 21.647  -0.45
H1 8.359 -4.831 20.967  0.24
H2 7.258 -3.748 20.385  0.28
H3 5.365 -4.021 20.936  0.17
H4 4.660 -4.820 22.328  0.28
C2 9.204 -2.173 22.146  0.28
O2 8.718 -1.081 22.215  -0.73
N3 9.834 -2.911 23.000  -0.37
N4 9.021 -2.866 21.006  -0.56
H5 10.096 -3.860 22.776  0.25
H6 9.346 -2.816 23.879  0.23
H7 9.410 -3.797 21.047  0.44
H8 8.589 -2.428 20.204  0.20
C3 8.679 -5.488 24.839  0.64
C4 9.561 -6.678 24.403  -0.53
O3 10.770 -6.154 23.851  -0.67
O4 9.105 -4.791 25.970  -0.55
H9 7.636 -5.798 24.776  0.42
H10 8.865 -4.898 23.941  -0.64
H11 9.064 -7.098 23.529  0.25
H12 9.716 -7.430 25.176  0.41
H13 10.438 -5.896 22.988  -0.15
H14 8.601 -5.107 26.724  0.32
C5 10.753 -6.978 18.587  -0.29
C6 9.727 -5.923 18.154  -0.39
O5 9.853 -4.701 18.918  -0.75
O6 10.394 -7.504 19.861  -0.68
H15 11.743 -6.569 18.790  0.17
H16 10.709 -7.768 17.837  0.33
H17 8.724 -6.338 18.255  0.22
H18 9.769 -5.586 17.119  0.38
H19 9.744 -4.736 19.871  0.84
H20 10.067 -6.882 20.515  0.05
O7 12.510 -5.432 21.260  -0.77
H21 11.577 -5.259 21.388  0.32
H22 12.536 -6.239 20.745  0.32



Record 2
This record from the Open Molecules 2025 dataset describes a structure of composition C6H22KO5. The level of theory is ωB97M-V with the def2-TZVPD basis set.

Results
Frontier orbital gap (Eh): 0.295
Net charge: +1
Lowest unoccupied orbital energy (eV): -3.969

Last column: Mulliken charge in e.
Positions of all 34 atoms, in Å:
K1 -1.473 1.633 1.913  0.99
O1 -3.328 5.359 -1.331  -0.65
H1 -3.783 6.152 -1.047  0.33
H2 -3.859 5.023 -2.053  0.33
O2 -0.256 -1.670 5.335  -0.65
H3 -0.134 -1.332 6.222  0.33
H4 -1.040 -2.216 5.393  0.32
O3 -5.839 0.526 3.993  -0.65
H5 -6.779 0.671 3.888  0.33
H6 -5.774 -0.337 4.404  0.32
C1 -3.330 -2.903 -4.496  -1.25
C2 -3.625 -3.075 -3.048  0.49
C3 -2.453 -3.829 -2.440  -1.31
O4 -3.730 -1.837 -2.369  -0.56
H7 -4.236 -2.512 -4.959  0.35
H8 -3.207 -3.860 -5.002  0.35
H9 -2.514 -2.223 -4.740  0.33
H10 -4.578 -3.574 -2.874  0.27
H11 -2.572 -3.914 -1.360  0.32
H12 -1.544 -3.313 -2.750  0.33
H13 -2.419 -4.837 -2.854  0.38
H14 -4.561 -1.457 -2.663  0.32
C4 5.769 0.897 1.933  -1.27
C5 5.723 2.308 1.288  0.48
C6 6.710 2.403 0.190  -1.24
O5 4.391 2.642 0.969  -0.53
H15 5.026 0.910 2.731  0.28
H16 6.678 0.403 2.275  0.39
H17 5.522 0.200 1.133  0.34
H18 5.970 2.982 2.108  0.20
H19 6.684 3.414 -0.217  0.37
H20 6.374 1.720 -0.590  0.36
H21 7.705 2.222 0.598  0.33
H22 4.481 3.425 0.421  0.31



Record 3
This record from the Open Molecules 2025 dataset describes a structure of composition C6H23ClNNbO5P2. The level of theory is ωB97M-V with the def2-TZVPD basis set.

Results
Frontier orbital gap (Eh): 0.171
Net charge: 0
Lowest unoccupied orbital energy (eV): -2.692
Energy relative to the best compared isomer or geometry (same formula, charge and spin) (kcal per mole): 9.5

Last column: Mulliken charge in e.
Positions of all 39 atoms, in Å:
N1 3.819 1.406 0.410  -0.63
C1 3.706 1.668 -1.029  -1.03
C2 2.269 1.508 -1.550  0.07
C3 1.880 0.022 -1.738  -0.99
Nb1 -0.106 -0.625 -0.856  -0.28
O1 0.593 -0.066 1.010  -0.77
C4 0.538 -2.773 -0.686  -0.88
C5 0.939 -3.220 0.728  -0.57
C6 -0.172 -3.144 1.756  -0.23
Cl1 -1.180 -4.634 1.755  -0.24
P1 -1.236 1.676 -1.282  -0.24
P2 -3.349 1.698 -0.871  0.91
O2 -4.135 2.229 -1.982  -0.66
O3 -3.564 2.668 0.455  -0.68
O4 -3.973 0.328 -0.345  -0.47
H1 2.976 1.737 0.864  0.27
H2 3.881 0.413 0.596  0.28
H3 4.403 1.068 -1.605  0.41
H4 3.986 2.712 -1.177  0.38
H5 1.634 2.048 -0.852  0.14
H6 2.265 1.969 -2.536  0.34
H7 1.944 -0.271 -2.784  0.42
H8 2.640 -0.578 -1.222  0.29
H9 -1.697 -1.144 -0.072  0.08
H10 -0.756 -1.091 -2.503  0.06
H11 1.523 -0.325 1.112  0.22
H12 1.351 -3.018 -1.369  0.40
H13 -0.295 -3.406 -0.992  0.50
H14 1.836 -2.718 1.086  0.21
H15 1.219 -4.272 0.663  0.47
H16 0.264 -3.041 2.743  0.34
H17 -0.839 -2.307 1.606  0.14
H18 -1.243 1.910 -2.672  0.07
H19 -2.667 2.921 0.733  0.33
H20 -4.246 -0.205 -1.109  0.31
O5 -3.512 1.999 3.461  -0.34
H21 -4.429 2.173 3.753  0.45
H22 -2.861 2.483 4.005  0.46
H23 -3.406 2.201 2.496  0.47



Record 4
This record from the Open Molecules 2025 dataset describes a cluster of 5 separate species, C6H23NO4 in total. The level of theory is ωB97M-V with the def2-TZVPD basis set.

Results
Frontier orbital gap (Eh): 0.355
Net charge: 0
SMILES string: CCCC[C@H](C)N.O.O.O.O
Lowest unoccupied orbital energy (eV): 0.586
Energy relative to the best compared isomer or geometry (same formula, charge and spin) (kcal per mole): 79.9

Last column: Mulliken charge in e.
Positions of all 34 atoms, in Å:
C1 -1.914 -2.175 -0.235  -1.49
C2 -0.882 -1.473 0.561  0.69
C3 0.377 -2.045 -0.052  -0.75
C4 1.560 -1.415 0.739  -1.14
C5 1.854 -0.043 0.322  2.11
C6 2.950 0.365 -0.705  -2.07
N1 1.986 0.929 1.475  -0.59
H1 -2.409 -2.878 0.347  0.41
H2 -2.680 -1.396 -0.636  0.25
H3 -1.797 -2.603 -1.242  0.40
H4 -1.034 -0.384 0.343  -0.42
H5 -0.912 -1.658 1.696  0.34
H6 0.310 -3.160 -0.064  0.45
H7 0.349 -1.815 -1.156  0.31
H8 1.439 -1.585 1.834  0.49
H9 2.349 -2.096 0.481  0.26
H10 1.003 0.298 -0.335  -1.04
H11 2.875 -0.231 -1.504  0.49
H12 3.877 0.092 -0.135  0.48
H13 2.899 1.354 -0.975  0.55
H14 2.067 0.553 2.405  0.16
H15 2.570 1.699 1.394  0.15
O1 -0.931 2.134 2.290  -0.78
H16 -0.307 1.615 1.648  0.41
H17 -1.488 1.445 2.481  0.34
O2 -2.683 2.505 -0.027  -0.69
H18 -2.128 2.469 0.707  0.29
H19 -2.265 3.390 -0.169  0.37
O3 -0.039 1.608 -2.632  -0.68
H20 -0.921 1.324 -2.332  0.42
H21 0.617 1.336 -2.039  0.30
O4 -1.987 0.347 -1.400  -0.80
H22 -2.585 0.301 -2.153  0.27
H23 -2.121 1.192 -0.928  0.49



Record 5
This record from the Open Molecules 2025 dataset describes a cluster of 7 separate species, C6H24FN12O6 in total. The level of theory is ωB97M-V with the def2-TZVPD basis set.

Results
Frontier orbital gap (Eh): 0.307
Net charge: -1
Lowest unoccupied orbital energy (eV): 2.198
Energy relative to the best compared isomer or geometry (same formula, charge and spin) (kcal per mole): 50.5

Last column: Mulliken charge in e.
Positions of all 49 atoms, in Å:
F1 0.159 -0.292 -0.485  -0.77
C1 2.762 -2.309 -1.721  0.55
O1 3.472 -3.224 -2.159  -0.73
N1 1.433 -2.210 -1.883  -0.18
N2 3.203 -1.540 -0.680  -0.32
H1 0.968 -1.408 -1.453  0.05
H2 0.860 -2.954 -2.232  0.21
H3 4.203 -1.497 -0.593  0.20
H4 2.567 -0.808 -0.396  0.22
C2 1.136 -3.622 1.841  0.59
O2 0.468 -4.464 1.274  -0.65
N3 1.176 -2.286 1.573  -0.19
N4 2.073 -3.900 2.827  -0.41
H5 1.415 -1.578 2.238  0.21
H6 0.646 -1.941 0.778  0.03
H7 2.235 -4.878 2.994  0.22
H8 2.590 -3.194 3.306  0.16
C3 0.811 1.610 -3.530  0.51
O3 1.045 2.249 -4.571  -0.77
N5 1.693 1.550 -2.508  -0.21
N6 -0.332 0.902 -3.448  -0.18
H9 1.374 0.870 -1.825  0.05
H10 2.670 1.682 -2.675  0.24
H11 -0.495 0.478 -2.547  0.15
H12 -0.936 0.857 -4.242  0.15
C4 -3.617 0.596 -1.681  0.69
O4 -3.163 1.425 -2.468  -0.64
N7 -2.855 -0.258 -0.977  -0.21
N8 -4.967 0.388 -1.573  -0.44
H13 -3.169 -0.962 -0.340  0.20
H14 -1.886 -0.227 -1.266  0.02
H15 -5.307 -0.384 -1.032  0.14
H16 -5.602 1.025 -2.015  0.23
C5 -0.041 3.387 -0.315  0.57
O5 -0.218 4.386 -1.023  -0.74
N9 0.802 3.440 0.756  -0.28
N10 -0.777 2.265 -0.336  -0.14
H17 0.818 2.625 1.342  0.07
H18 1.487 4.158 0.882  0.20
H19 -1.386 2.290 -1.148  0.23
H20 -0.330 1.417 -0.008  -0.02
C6 -0.729 1.287 3.782  0.62
O6 -0.488 2.446 3.441  -0.60
N11 -1.394 0.994 4.911  -0.42
N12 -0.460 0.196 3.021  -0.18
H21 -1.565 1.741 5.563  0.22
H22 -1.843 0.127 5.136  0.15
H23 0.223 0.306 2.287  -0.02
H24 -0.727 -0.759 3.177  0.21



Record 6
This record from the Open Molecules 2025 dataset describes a structure of composition C6H24FNO11V2. The level of theory is ωB97M-V with the def2-TZVPD basis set.

Results
Frontier orbital gap (spin up / spin down) (Eh): 0.161 / 0.181
Net charge: +2
Lowest unoccupied orbital energy (spin up / spin down) (eV): -10.310 / -9.741
Multiplicity: 3

Last column: Löwdin spin population.
Positions of all 45 atoms, in Å:
O1 -1.347 -1.744 -3.725  -0.38
V1 -0.420 -0.465 -3.892  1.35
O2 4.051 -0.909 -2.383  -0.22
V2 2.909 -1.874 -2.143  1.18
N1 0.598 0.147 -0.807  0.00
O3 1.734 -0.379 -0.972  0.00
O4 0.417 0.892 0.119  0.00
O5 -0.316 -0.149 -1.601  0.00
F1 1.505 -1.323 -3.635  0.04
C1 -1.905 -0.449 2.190  0.00
O6 -2.182 0.375 1.034  0.00
H1 -2.726 -1.142 2.359  0.00
H2 -0.989 -1.033 2.068  0.00
H3 -1.727 0.080 3.127  0.00
H4 -1.330 0.607 0.644  0.00
C2 1.371 1.258 3.870  0.00
O7 1.443 0.203 2.923  0.00
H5 2.219 1.938 3.784  0.00
H6 0.404 1.761 3.829  0.00
H7 1.454 0.760 4.837  0.00
H8 1.407 0.597 2.047  0.00
C3 3.161 -2.041 1.102  0.00
O8 3.873 -2.287 -0.112  0.01
H9 3.269 -1.023 1.473  0.00
H10 2.118 -2.344 1.019  0.00
H11 3.541 -2.705 1.882  0.00
H12 4.817 -2.256 0.091  0.00
C4 1.227 4.524 0.191  0.00
O9 1.186 3.424 1.099  0.00
H13 0.237 4.735 -0.218  0.00
H14 1.610 5.408 0.693  0.00
H15 1.898 4.296 -0.641  0.00
H16 1.003 2.591 0.660  0.00
C5 -3.313 0.646 -2.799  0.00
O10 -2.311 0.787 -3.832  0.01
H17 -2.980 -0.033 -2.020  0.00
H18 -3.538 1.634 -2.389  0.00
H19 -4.305 0.422 -3.195  0.00
H20 -2.685 1.422 -4.457  0.00
C6 -2.484 -3.035 -0.508  0.00
O11 -3.392 -2.034 -0.122  0.00
H21 -2.977 -3.802 -1.103  0.00
H22 -1.614 -2.682 -1.080  0.00
H23 -2.060 -3.495 0.391  0.00
H24 -2.847 -1.302 0.199  0.00



Q: The highest net charge belongs to which entry?
A: C6H24FNO11V2



Q: net charge of number 2 (C6H22KO5)?
A: +1



Q: Which of these has the highest net charge?
A: C6H24FNO11V2



Q: Number 1 is which compound?
A: C6H22BrN4O7